i) Density functional theory data (ωB97M-V with the def2-TZVPD basis set) for a cluster of 4 separate species, C3H11NO4 in total.

```
19
Properties=species:S:1:pos:R:3:mulliken_spin:R:1
O -1.22146 1.86582 -0.34487 0.478
C -1.19708 0.62679 -0.56786 0.033
C -0.56000 -0.38843 0.26118 0.097
C 0.56440 0.34759 -0.65399 0.050
O 1.93449 0.85437 1.75905 -1.022
N -0.69433 -1.73095 -0.13077 0.268
H -1.92971 0.25545 -1.28136 0.032
H -0.55873 -0.14456 1.31658 0.014
H 0.73406 0.63155 -1.69802 -0.004
H 0.98525 1.13677 -0.04931 0.010
H 1.30863 -0.46949 -0.64390 0.006
H -1.51954 -2.25969 0.11453 0.002
H 2.71702 0.63290 2.30569 0.022
H 0.75026 -2.27710 -3.43226 -0.023
H -0.14725 -2.01960 -0.95257 -0.017
O 0.48401 -1.88315 -2.57019 1.024
H 0.06482 1.13168 2.46489 0.001
H -0.90766 2.14409 1.67698 -0.005
O -0.80718 1.54596 2.42620 0.033
```

Summary:
2S+1: 2
LUMO energy (spin up / spin down): -6.5 / -7.9 eV
Total charge: +1

---

ii) Density functional theory data (ωB97M-V with the def2-TZVPD basis set) for a cluster of 3 separate species, C3H11NO4 in total.

```
19
Properties=species:S:1:pos:R:3:mulliken_spin:R:1
C -0.82112 -0.43897 1.34548 0.068
C -1.20166 0.72030 0.50855 0.010
C -0.49311 0.66851 -0.78476 0.003
O -1.34379 0.60109 -1.88374 0.003
O 0.70297 0.90123 -0.94713 0.000
N -1.29851 -1.82339 0.94771 0.802
H -1.18632 -0.26151 2.35876 0.065
H 0.23631 -0.39173 1.50106 0.041
H -1.18867 1.63953 0.94370 0.009
H -2.30937 0.70797 0.28269 -0.004
H -1.00011 0.18416 -2.71510 0.000
H -1.85559 -2.24432 1.65786 -0.001
H -2.04261 -1.68171 0.29812 -0.004
H 2.89441 1.64371 1.40906 0.000
H 2.34824 0.48625 0.66877 0.001
O 2.37050 0.85215 1.57911 0.007
H 1.80180 0.01011 -1.86484 0.000
H 2.54683 -1.08218 -2.71415 0.000
O 1.83980 -0.49121 -2.59115 0.000
```

Summary:
2S+1: 2
LUMO energy (spin up / spin down): -3.9 / -10.0 eV
Total charge: +1

---

Last place for stability: i)

---

i) Density functional theory data (ωB97M-V with the def2-TZVPD basis set) for a cluster of 2 separate species, C3H4ClO2S in total.

```
11
Properties=species:S:1:pos:R:3:nbo_charge:R:1
C 4.18122 0.32174 0.16842 1.039
C -0.57688 -0.06818 -0.70275 -0.686
C 0.67322 -0.32616 0.10888 -0.469
O 4.41264 0.86810 -0.80557 -0.544
O 3.92449 -0.14237 1.15471 -0.504
S 1.09275 1.44084 0.52017 -0.209
Cl 1.86803 -0.87470 -1.19914 -0.251
H -0.99675 -0.94286 -1.08607 0.180
H -0.25401 0.61192 -1.58858 0.147
H -1.43016 0.45175 -0.21214 0.191
H 0.64094 1.32474 1.75589 0.106
```

Summary:
LUMO energy: 3.6 eV
Total charge: -1

---

ii) Density functional theory data (ωB97M-V with the def2-TZVPD basis set) for a structure of composition C3H4ClO2S.

```
11
Properties=species:S:1:pos:R:3:nbo_charge:R:1
C -1.69357 0.57515 1.06329 0.752
C 0.38293 0.90730 -0.33384 -0.770
C -0.95861 0.37211 -0.43204 -0.005
O -2.85248 0.32419 1.20751 -0.727
O -0.93109 1.19140 1.78947 -0.750
S -1.15602 -2.01123 -0.18428 -0.408
Cl -1.90401 0.57404 -1.84968 0.006
H 0.50777 1.22089 0.71355 0.307
H 0.51270 1.68916 -1.05514 0.211
H 1.14917 0.15926 -0.44148 0.228
H -2.13178 -1.87232 0.74710 0.157
```

Summary:
LUMO energy: 3.4 eV
Total charge: -1

---

Last place for stability: i)

---

i) Density functional theory data (ωB97M-V with the def2-TZVPD basis set) for the ion C4H6N2O with charge +2.

```
13
Properties=species:S:1:pos:R:3:nbo_charge:R:1
C -1.77260 1.85902 -0.01644 -0.818
C -0.47909 1.23541 -0.08070 0.723
N 0.58410 0.86434 0.06873 -0.317
C 2.05963 -0.21568 0.00786 0.534
C 1.89225 -1.57912 0.27785 -0.791
N 3.00090 0.56387 -0.10538 0.354
O 3.91821 1.24651 -0.14920 0.193
H -2.39028 1.46032 -0.80353 0.333
H -1.71030 2.93370 0.15094 0.344
H -2.48200 1.65812 0.79177 0.360
H 2.88403 -2.21327 0.50000 0.386
H 1.40147 -2.13283 -0.43965 0.326
H 1.15512 -1.80479 1.24365 0.373
```

Summary:
SMILES string: CC#[N+]C(C)=[N+]=O
LUMO energy: -14.0 eV
Total charge: +2

---

ii) Density functional theory data (ωB97M-V with the def2-TZVPD basis set) for the ion C4H6N2O with charge +2.

```
13
Properties=species:S:1:pos:R:3:nbo_charge:R:1
C 1.70111 -0.68026 2.08195 -0.847
C 0.79996 -0.42288 1.11804 0.835
N -0.01018 -0.06859 0.30689 -0.352
C -0.93924 0.10422 -0.70863 0.431
C -0.70617 1.04959 -1.84807 -0.620
N -2.01912 -0.58595 -0.64973 0.314
O -3.10504 -1.22996 -0.99966 0.137
H 2.41680 0.17667 1.81801 0.379
H 2.48871 -1.56913 1.93859 0.413
H 1.31741 -0.47760 3.13031 0.389
H -1.40686 1.99354 -1.75603 0.340
H -0.94991 0.57610 -2.72443 0.289
H 0.41252 1.13424 -1.70725 0.292
```

Summary:
SMILES string: CC#[N+]C(C)=[N+]=O
LUMO energy (spin up / spin down): -13.2 / -13.2 eV
Total charge: +2

---

Last place for stability: i)